# 1
{
  "formula": "C3H3Cl3Si",
  "method": "ωB97M-V/def2-TZVPD",
  "e_lumo_ev": 0.6,
  "de_lowest_kj_mol": 297.2,
  "fmax_ha_per_bohr": 0.0416,
  "orbital_gap_ev": 9.71,
  "e_homo_ev": -9.066,
  "smiles": "Cl[SiH](Cl)Cl.C1=CC=1",
  "elements": ["Cl", "Si", "Cl", "Cl", "H", "C", "C", "C", "H", "H"],
  "positions_angstrom": [[-0.128, -1.102, -1.422], [-0.730, 0.295, -2.691], [-2.518, 1.168, -2.062], [-1.398, -0.693, -4.342], [0.129, 1.450, -2.661], [0.199, -0.807, 1.889], [0.425, 0.174, 2.872], [1.402, -0.725, 2.614], [0.185, 1.223, 3.203], [2.435, -0.982, 2.600]]
}



# 2
{
  "formula": "C4H7Br3NO",
  "method": "ωB97M-V/def2-TZVPD",
  "e_lumo_ev": -3.8,
  "de_lowest_kj_mol": 0.0,
  "fmax_ha_per_bohr": 0.1012,
  "orbital_gap_ev": 10.32,
  "charge": 1,
  "e_homo_ev": -14.160,
  "elements": ["C", "C", "C", "C", "N", "O", "Br", "Br", "Br", "H", "H", "H", "H", "H", "H", "H"],
  "positions_angstrom": [[-0.277, -1.547, 0.456], [-0.049, -0.512, 1.605], [0.683, 0.546, -0.314], [0.072, 1.836, -0.840], [-0.123, -0.609, -0.780], [0.683, 0.554, 1.032], [-1.839, 1.886, -0.391], [1.024, 3.298, -0.153], [0.314, 1.614, -2.830], [0.512, -2.388, 0.565], [-1.199, -2.125, 0.345], [-1.108, -0.375, 1.917], [0.395, -1.074, 2.370], [1.687, 0.423, -0.592], [0.245, -1.252, -1.521], [-1.021, -0.276, -0.869]]
}



# 3
{
  "formula": "C4H6O2",
  "method": "ωB97M-V/def2-TZVPD",
  "e_lumo_ev": 0.8,
  "de_lowest_kj_mol": 396.5,
  "fmax_ha_per_bohr": 0.0094,
  "orbital_gap_ev": 9.53,
  "e_homo_ev": -8.742,
  "elements": ["O", "C", "C", "C", "O", "C", "H", "H", "H", "H", "H", "H"],
  "positions_angstrom": [[1.912, -0.381, 0.805], [1.120, -1.184, 0.124], [0.071, -0.388, -0.578], [-1.250, -0.451, 0.230], [-1.309, 0.974, 0.327], [-0.109, 1.131, -0.447], [2.520, -0.985, 1.255], [-0.024, -0.795, -1.587], [-2.100, -0.882, -0.310], [-1.168, -0.932, 1.213], [0.675, 1.659, 0.105], [-0.304, 1.643, -1.397]]
}



# 4
{
  "formula": "C7H8ClNO2",
  "method": "ωB97M-V/def2-TZVPD",
  "e_lumo_ev": 0.9,
  "de_lowest_kj_mol": 0.6,
  "fmax_ha_per_bohr": 0.0553,
  "orbital_gap_ev": 9.13,
  "e_homo_ev": -8.247,
  "smiles": "O=CN1C=CCC=C1Cl.C=O",
  "elements": ["O", "C", "N", "C", "C", "C", "C", "C", "Cl", "H", "H", "H", "H", "H", "H", "C", "O", "H", "H"],
  "positions_angstrom": [[-2.082, 0.954, -2.543], [-2.191, 0.797, -1.322], [-1.144, 0.785, -0.437], [-1.456, 0.566, 0.953], [-0.527, 0.349, 1.868], [0.909, 0.405, 1.608], [1.155, 0.913, 0.222], [0.161, 1.141, -0.628], [0.659, 1.776, -2.204], [-3.067, 0.685, -0.676], [-2.563, 0.593, 1.232], [-0.888, 0.185, 2.879], [1.418, 1.028, 2.350], [1.334, -0.540, 1.951], [2.085, 1.216, -0.054], [-0.091, -1.450, -3.019], [0.092, -1.283, -1.823], [-0.560, -2.442, -3.450], [0.272, -0.709, -3.770]]
}



# 5
{
  "formula": "C6H12O",
  "method": "ωB97M-V/def2-TZVPD",
  "e_lumo_ev": 0.7,
  "de_lowest_kj_mol": 396.1,
  "fmax_ha_per_bohr": 0.0116,
  "orbital_gap_ev": 10.43,
  "e_homo_ev": -9.713,
  "smiles": "C1=CC1.C=O.CC",
  "elements": ["C", "C", "C", "H", "H", "H", "H", "C", "O", "H", "H", "C", "C", "H", "H", "H", "H", "H", "H"],
  "positions_angstrom": [[1.582, -1.551, -0.688], [0.430, -1.470, -1.271], [1.464, -0.493, -1.752], [2.249, -2.068, -0.014], [-0.567, -1.853, -1.426], [1.397, 0.566, -1.473], [1.940, -0.654, -2.723], [1.597, 0.478, 1.360], [1.097, 1.506, 0.978], [2.662, 0.242, 1.170], [1.029, -0.277, 1.938], [-2.027, 0.490, 1.204], [-1.705, 0.900, -0.229], [-2.956, 0.950, 1.557], [-2.137, -0.597, 1.293], [-1.225, 0.811, 1.877], [-1.534, 1.978, -0.303], [-2.507, 0.628, -0.924], [-0.789, 0.414, -0.573]]
}



# 6
{
  "formula": "C31H21BiCl4F6N3O9PS2",
  "method": "ωB97M-V/def2-TZVPD",
  "e_lumo_ev": 4.0,
  "fmax_ha_per_bohr": 0.0105,
  "orbital_gap_ev": 6.37,
  "charge": -2,
  "e_homo_ev": -2.370,
  "elements": ["Bi", "O", "C", "C", "C", "C", "C", "C", "C", "P", "C", "C", "C", "C", "C", "C", "C", "C", "C", "C", "C", "C", "H", "H", "H", "H", "H", "H", "H", "H", "H", "H", "H", "H", "H", "H", "C", "C", "N", "O", "C", "C", "N", "O", "H", "H", "H", "H", "H", "H", "H", "Cl", "C", "C", "Cl", "C", "Cl", "C", "O", "C", "O", "C", "Cl", "F", "C", "F", "F", "S", "O", "O", "N", "S", "O", "O", "C", "F", "F", "F"],
  "positions_angstrom": [[-0.146, 0.564, 0.948], [-3.088, 0.446, -0.278], [-2.190, -0.257, 0.138], [-2.353, -1.753, 0.150], [-3.548, -2.302, 0.607], [-3.683, -3.677, 0.702], [-2.633, -4.505, 0.324], [-1.452, -3.963, -0.163], [-1.301, -2.583, -0.258], [0.196, -1.694, -0.829], [1.511, -2.942, -0.672], [2.300, -2.904, 0.473], [3.287, -3.858, 0.672], [3.503, -4.849, -0.273], [2.720, -4.892, -1.419], [1.726, -3.945, -1.615], [-0.090, -1.521, -2.624], [-1.384, -1.388, -3.121], [-1.604, -1.132, -4.468], [-0.532, -1.020, -5.339], [0.762, -1.163, -4.853], [0.987, -1.405, -3.507], [-4.348, -1.635, 0.903], [-4.601, -4.107, 1.085], [-2.731, -5.580, 0.418], [-0.635, -4.614, -0.450], [2.128, -2.135, 1.214], [3.895, -3.817, 1.568], [4.284, -5.584, -0.120], [2.883, -5.664, -2.163], [1.115, -3.984, -2.509], [-2.237, -1.456, -2.457], [-2.618, -1.006, -4.827], [-0.701, -0.815, -6.389], [1.609, -1.068, -5.523], [1.998, -1.483, -3.130], [0.709, 2.918, -3.332], [0.792, 1.900, -2.224], [-0.259, 1.444, -1.642], [-1.453, 1.914, -2.212], [2.109, 1.426, -1.825], [3.326, 2.289, -1.972], [2.211, 0.183, -1.417], [3.385, -0.274, -1.150], [-0.207, 2.796, -3.903], [1.574, 2.826, -3.988], [0.710, 3.927, -2.910], [-2.110, 1.719, -1.526], [3.069, 3.342, -2.083], [3.946, 1.977, -2.821], [3.948, 2.162, -1.084], [-1.132, -3.713, 6.431], [-1.121, -2.307, 5.417], [-1.664, -1.114, 5.856], [-2.367, -1.006, 7.436], [-1.645, 0.016, 5.026], [-2.306, 1.524, 5.549], [-1.077, -0.033, 3.756], [-1.027, 1.001, 2.947], [-0.512, -1.267, 3.310], [0.028, -1.304, 2.103], [-0.544, -2.375, 4.140], [0.148, -3.847, 3.545], [0.277, 5.847, -0.940], [-0.890, 5.356, -0.514], [-1.669, 6.385, -0.159], [-1.475, 4.740, -1.542], [-0.644, 4.162, 0.913], [0.742, 3.789, 0.838], [-1.621, 3.129, 0.685], [-1.071, 4.973, 2.180], [-0.179, 6.062, 2.888], [-0.964, 6.689, 3.910], [0.595, 6.883, 2.001], [1.091, 5.063, 3.835], [1.369, 5.683, 4.996], [2.235, 4.961, 3.154], [0.647, 3.841, 4.116]]
}